(1)
101
Properties=species:S:1:pos:R:3 method="wB97M-V/def2-TZVPD" spin_multiplicity=2 relative_energy_kcal_mol=31.2 charge=-1
Cd 0.633 -0.575 -0.149
C 2.633 -1.611 2.734
C 1.512 -2.510 2.330
C 1.285 -3.844 2.702
C 0.136 -4.207 2.034
N -0.296 -3.145 1.333
N 0.546 -2.109 1.510
B -1.557 -3.094 0.423
N -2.289 -1.733 0.548
C -3.603 -1.534 0.761
C -3.839 -0.178 0.749
C -2.584 0.406 0.505
C -2.249 1.856 0.378
N -1.669 -0.549 0.381
N -1.124 -3.236 -1.056
C -1.195 -4.261 -1.920
C -0.582 -3.887 -3.095
C -0.121 -2.586 -2.853
C 0.693 -1.730 -3.763
N -0.459 -2.204 -1.625
N -2.514 -4.170 0.964
C -3.064 -5.315 0.502
C -3.776 -5.893 1.526
C -3.605 -5.015 2.615
C -4.146 -5.113 4.006
N -2.849 -3.991 2.264
H 2.821 -1.705 3.804
H 2.386 -0.577 2.495
H 3.553 -1.876 2.206
H 1.890 -4.453 3.352
H -0.385 -5.148 2.031
H -4.289 -2.346 0.924
H -4.782 0.324 0.887
H -2.948 2.459 0.958
H -2.304 2.174 -0.667
H -1.237 2.041 0.735
H -1.629 -5.209 -1.663
H -0.457 -4.473 -3.989
H 0.829 -2.228 -4.722
H 1.679 -1.555 -3.325
H 0.217 -0.767 -3.933
H -2.947 -5.653 -0.511
H -4.332 -6.815 1.500
H -4.769 -5.998 4.121
H -4.736 -4.228 4.243
H -3.324 -5.162 4.721
N 4.489 -1.983 -1.427
C 3.991 -0.709 -1.272
N 4.851 0.293 -1.485
N 4.153 1.387 -1.283
N 2.930 1.080 -0.972
N 2.756 -0.240 -0.951
C 3.930 -3.191 -1.276
N 4.639 -4.313 -1.546
N 3.792 -5.271 -1.320
N 2.621 -4.761 -0.928
N 2.674 -3.457 -0.890
H 5.443 -2.007 -1.766
F 1.420 6.527 6.457
C 2.513 5.814 6.080
F 3.014 5.267 7.207
F 3.419 6.734 5.663
C 2.198 4.807 5.027
C 2.320 3.446 5.277
C 2.009 2.537 4.283
C 1.575 2.971 3.024
C 1.460 4.346 2.788
C 1.769 5.255 3.782
C 1.258 2.008 2.022
C 0.989 1.136 1.212
H 2.661 3.106 6.246
H 2.096 1.475 4.468
H 1.126 4.692 1.818
H 1.686 6.320 3.603
C 1.554 1.896 -3.535
P 0.223 1.706 -2.254
C 0.086 3.485 -1.804
C -1.018 4.293 -2.059
C -0.970 5.654 -1.787
C 0.170 6.221 -1.240
C 1.243 5.406 -0.903
C 1.198 4.047 -1.169
C -1.234 1.507 -3.378
C -2.113 0.466 -3.077
C -3.191 0.181 -3.903
C -3.408 0.941 -5.041
C -2.550 1.991 -5.344
C -1.473 2.273 -4.519
H 2.350 2.511 -3.125
H 1.169 2.355 -4.443
H 1.970 0.918 -3.782
H -1.921 3.873 -2.481
H -1.826 6.277 -2.021
H 0.217 7.287 -1.058
H 2.127 5.834 -0.446
H 2.023 3.403 -0.889
H -1.923 -0.136 -2.195
H -3.850 -0.644 -3.664
H -4.250 0.727 -5.688
H -2.718 2.583 -6.236
H -0.819 3.100 -4.768



(2)
89
Properties=species:S:1:pos:R:3 method="wB97M-V/def2-TZVPD" spin_multiplicity=1 relative_energy_kcal_mol=9.4
Ba -0.670 0.373 -0.170
C -2.668 2.815 1.144
O -1.254 2.918 0.886
C -0.458 3.137 2.009
C -0.742 4.259 2.779
C -0.025 4.547 3.929
C 1.000 3.710 4.330
C 1.315 2.605 3.559
C 0.614 2.303 2.395
N 1.259 1.261 1.577
N 1.499 0.110 2.006
C 0.795 -0.401 3.152
C -0.616 -0.431 3.111
O -1.311 0.106 2.176
C -1.300 -1.186 4.128
C -0.626 -1.896 5.063
C 0.800 -1.940 5.068
C 1.518 -2.701 6.010
C 2.887 -2.757 5.982
C 3.589 -2.037 4.999
C 2.918 -1.273 4.082
C 1.504 -1.208 4.086
H -3.049 3.779 1.477
H -2.836 2.046 1.900
H -3.143 2.532 0.206
H -1.541 4.916 2.466
H -0.268 5.429 4.507
H 1.566 3.920 5.227
H 2.139 1.963 3.841
H -2.381 -1.185 4.074
H -1.161 -2.471 5.810
H 0.964 -3.252 6.762
H 3.425 -3.349 6.710
H 4.670 -2.084 4.975
H 3.466 -0.712 3.335
C 3.028 0.970 -1.769
P 1.427 0.967 -2.652
C 1.843 0.099 -4.205
C 1.237 2.702 -3.217
C 2.340 3.424 -3.662
C 2.232 4.751 -4.046
C 0.997 5.371 -3.987
C -0.117 4.660 -3.568
C -0.029 3.322 -3.184
P -1.561 2.413 -2.638
C -2.869 3.666 -2.911
C -1.874 1.321 -4.075
H 3.875 1.239 -2.401
H 3.193 -0.037 -1.379
H 2.978 1.648 -0.916
H 2.781 0.455 -4.638
H 1.040 0.265 -4.923
H 1.913 -0.973 -4.016
H 3.308 2.939 -3.698
H 3.107 5.293 -4.380
H 0.893 6.410 -4.271
H -1.067 5.174 -3.540
H -2.864 4.075 -3.922
H -2.788 4.483 -2.194
H -3.833 3.180 -2.749
H -1.703 1.839 -5.019
H -2.912 0.987 -4.029
H -1.255 0.425 -4.018
O -1.056 -1.393 -1.620
C -1.001 -2.740 -1.356
C -2.030 -3.079 -0.274
C -2.090 -4.156 0.557
C -3.248 -4.166 1.378
C -4.048 -3.091 1.149
S -3.409 -2.063 -0.059
C 0.397 -3.080 -0.840
C 0.876 -2.943 0.435
C 2.283 -3.126 0.518
C 2.841 -3.398 -0.694
S 1.668 -3.441 -1.938
C -1.335 -3.510 -2.616
C -1.221 -4.846 -2.879
C -1.707 -5.193 -4.164
C -2.186 -4.108 -4.838
S -1.977 -2.663 -3.953
H -1.320 -4.913 0.589
H -3.475 -4.928 2.109
H -4.978 -2.855 1.639
H 0.245 -2.722 1.286
H 2.843 -3.062 1.439
H 3.881 -3.599 -0.897
H -0.819 -5.546 -2.160
H -1.717 -6.196 -4.564
H -2.616 -4.096 -5.826



(3)
94
Properties=species:S:1:pos:R:3 method="wB97M-V/def2-TZVPD" spin_multiplicity=2 relative_energy_kcal_mol=503.1 charge=-2
Hg -0.379 -0.018 -0.596
C 0.873 2.075 2.785
N 0.932 2.013 1.317
C 2.018 2.305 0.720
C 2.073 2.287 -0.718
C 3.065 2.782 -1.552
C 2.598 2.604 -2.869
C 1.363 1.984 -2.754
N 1.033 1.779 -1.455
C 1.408 0.915 3.643
C 1.132 -0.454 3.508
C 0.964 -1.372 4.675
C 2.039 -1.009 5.676
C 2.489 0.265 5.734
C 2.065 1.271 4.813
H -0.187 2.153 3.031
H 1.353 2.990 3.150
H 2.907 2.649 1.265
H 3.998 3.225 -1.235
H 3.096 2.869 -3.788
H 0.715 1.653 -3.551
H 0.471 0.240 1.578
H 1.095 -2.404 4.342
H 2.418 -1.768 6.352
H 3.215 0.533 6.497
H 2.263 2.315 5.026
O -0.195 -2.730 -6.628
C 1.011 -2.503 -6.177
O 2.012 -2.706 -6.848
C 1.115 -1.978 -4.795
C 2.318 -1.722 -4.171
N 2.029 -1.240 -2.955
N 0.714 -1.163 -2.736
C 0.132 -1.610 -3.837
C -1.385 -1.700 -3.886
O -1.869 -2.194 -4.955
O -2.011 -1.303 -2.903
H -0.934 -2.498 -5.883
H 3.325 -1.856 -4.524
H 2.663 -0.987 -2.210
Cl -1.837 -1.453 4.349
C -0.393 -1.276 5.403
Cl 0.833 -1.138 1.874
H -0.463 -2.071 6.144
H -0.484 -0.309 5.893
C -5.688 -2.526 1.199
C -5.966 -1.187 1.439
C -5.103 -0.207 0.968
C -3.950 -0.543 0.254
C -3.691 -1.894 0.012
C -4.553 -2.876 0.480
Si -2.759 0.776 -0.362
C -2.763 2.168 0.925
C -2.582 3.503 0.561
C -2.522 4.509 1.516
C -2.646 4.200 2.864
C -2.822 2.877 3.249
C -2.874 1.875 2.289
C -3.353 1.517 -1.990
C -2.457 2.152 -2.852
C -2.880 2.676 -4.064
C -4.211 2.569 -4.442
C -5.115 1.938 -3.599
C -4.687 1.417 -2.385
H -6.354 -3.295 1.573
H -6.849 -0.906 2.002
H -5.325 0.836 1.170
H -2.811 -2.172 -0.555
H -4.335 -3.918 0.283
H -2.478 3.761 -0.488
H -2.375 5.537 1.207
H -2.596 4.983 3.611
H -2.906 2.619 4.298
H -2.989 0.846 2.613
H -1.411 2.225 -2.577
H -2.163 3.152 -4.723
H -4.540 2.960 -5.397
H -6.153 1.834 -3.895
H -5.399 0.904 -1.748
C 1.340 -4.989 1.983
N 1.775 -3.613 2.219
C 3.125 -3.420 1.629
C 3.430 -2.731 0.367
O 4.192 -3.225 -0.432
N 3.023 -1.354 0.161
C 2.104 -0.893 0.832
N 0.685 -2.810 1.740
H 1.449 -5.291 0.934
H 0.289 -5.054 2.254
H 1.917 -5.664 2.619
H 3.558 -4.407 1.475
H 3.752 -2.890 2.363
H -0.657 -0.918 1.967
H -0.405 -1.645 -0.366